Computed, not measured: a structure of composition C44H114F6N10O17S2, with ωB97M-V/def2-TZVPD.

```
193
Properties=species:S:1:pos:R:3:lowdin_charge:R:1
O 0.503 0.349 0.496 0.181
H 0.883 -0.164 -0.222 0.032
H -0.448 0.348 0.363 0.051
H 0.935 1.205 0.556 0.014
C 2.185 2.598 -2.171 -0.625
F 1.000 2.014 -2.120 0.128
F 3.159 1.687 -2.367 0.104
F 2.180 3.395 -3.257 0.130
S 2.459 3.624 -0.535 0.734
O 3.877 4.040 -0.541 -0.310
O 1.486 4.714 -0.655 -0.302
N 2.038 2.375 0.636 -0.315
S 2.325 3.049 2.060 0.618
O 2.577 4.470 2.211 -0.271
O 1.307 2.525 3.016 -0.330
C 3.945 2.107 2.521 -0.656
F 4.177 2.271 3.819 0.135
F 3.904 0.821 2.226 0.132
F 5.005 2.619 1.874 0.118
C 1.870 -3.379 -2.437 -0.022
C 1.681 -2.607 -1.091 -0.399
C 2.870 -2.718 -0.188 -0.227
O 4.007 -2.156 -0.721 -0.172
C 5.046 -2.070 0.215 -0.073
N 1.397 -1.237 -1.380 0.068
H 2.066 -4.443 -2.308 0.077
H 2.742 -2.978 -2.954 0.081
H 1.034 -3.233 -3.121 0.057
H 0.739 -2.856 -0.601 0.111
H 2.981 -3.784 0.011 0.134
H 2.624 -2.203 0.740 0.132
H 4.790 -1.628 1.178 0.068
H 5.925 -1.636 -0.261 0.095
H 5.268 -3.125 0.370 0.093
H 0.964 -1.318 -2.289 0.050
H 2.344 -0.993 -1.633 0.089
C 5.270 -1.376 4.304 -0.055
C 4.257 -1.147 5.486 -0.393
C 2.967 -2.121 5.538 -0.173
O 2.219 -2.309 4.367 -0.233
C 1.239 -1.260 4.131 -0.073
N 5.083 -1.540 6.575 0.005
H 4.695 -1.418 3.379 0.035
H 5.829 -2.311 4.324 0.082
H 6.002 -0.569 4.268 0.077
H 3.898 -0.122 5.578 0.125
H 2.318 -1.746 6.329 0.118
H 3.216 -3.143 5.822 0.126
H 1.771 -0.322 3.968 0.089
H 0.560 -1.170 4.979 0.085
H 0.604 -1.461 3.268 0.076
H 4.666 -1.052 7.356 0.077
H 5.967 -1.085 6.401 0.069
C -2.697 -6.484 0.235 -0.079
C -1.231 -6.480 -0.060 -0.422
C -0.668 -5.061 -0.384 -0.174
O -1.099 -4.424 -1.584 -0.207
C -0.897 -5.177 -2.739 -0.118
N -0.644 -7.021 1.191 0.038
H -3.258 -6.050 -0.593 0.075
H -3.001 -5.914 1.112 0.079
H -3.158 -7.469 0.314 0.079
H -1.038 -7.161 -0.889 0.125
H 0.415 -5.176 -0.417 0.111
H -0.895 -4.336 0.398 0.104
H -1.560 -6.041 -2.703 0.090
H 0.135 -5.480 -2.919 0.081
H -1.085 -4.481 -3.557 0.081
H -0.712 -8.027 1.139 0.073
H 0.352 -6.860 1.144 0.061
C -3.655 5.573 6.027 -0.100
C -3.734 6.263 4.745 -0.442
C -3.446 5.461 3.444 -0.169
O -2.082 4.990 3.361 -0.175
C -1.874 4.114 2.268 -0.084
N -5.039 6.971 4.786 0.027
H -2.767 4.941 5.993 0.083
H -4.535 4.938 6.125 0.081
H -3.655 6.278 6.859 0.085
H -2.898 6.962 4.774 0.139
H -3.634 6.126 2.601 0.119
H -4.154 4.637 3.357 0.111
H -0.914 3.654 2.503 0.076
H -1.799 4.720 1.365 0.089
H -2.619 3.324 2.176 0.071
H -5.103 7.472 5.660 0.059
H -5.817 6.330 4.848 0.061
C -1.966 -1.742 -0.085 -0.058
C -2.678 -0.426 0.045 -0.369
C -2.798 0.087 1.502 -0.169
O -1.548 0.349 2.084 -0.206
C -1.615 0.681 3.438 -0.085
N -1.879 0.530 -0.767 0.091
H -2.598 -2.566 0.247 0.089
H -1.083 -1.721 0.554 0.071
H -1.663 -1.973 -1.106 0.061
H -3.688 -0.619 -0.317 0.142
H -3.307 -0.628 2.148 0.124
H -3.399 0.993 1.423 0.099
H -0.729 1.236 3.747 0.082
H -1.472 -0.304 3.883 0.063
H -2.501 1.225 3.763 0.102
H -2.538 1.294 -0.801 0.057
H -1.974 0.171 -1.707 0.046
C -1.479 -3.593 3.224 -0.076
C -1.316 -3.274 4.669 -0.451
C -2.486 -3.910 5.507 -0.138
O -3.855 -3.441 5.273 -0.200
C -4.091 -2.068 5.541 -0.111
N -0.020 -3.731 5.126 0.068
H -2.434 -3.213 2.859 0.078
H -1.500 -4.680 3.146 0.078
H -0.653 -3.148 2.670 0.066
H -1.310 -2.184 4.681 0.093
H -2.270 -3.748 6.563 0.111
H -2.500 -4.991 5.367 0.122
H -3.506 -1.708 6.387 0.087
H -5.153 -1.891 5.712 0.088
H -3.728 -1.486 4.693 0.059
H 0.130 -4.683 4.824 0.081
H 0.769 -3.225 4.751 0.012
C 7.443 1.839 -0.549 -0.078
O 7.472 1.286 -1.911 -0.188
C 6.173 1.435 -2.533 -0.220
C 6.142 0.497 -3.760 -0.182
N 6.877 0.965 -4.954 -0.054
C 6.338 2.145 -5.634 -0.216
C 7.264 2.613 -6.748 -0.174
O 7.361 1.574 -7.795 -0.223
C 7.913 1.897 -9.049 -0.120
H 8.438 2.198 -0.288 0.078
H 7.278 1.058 0.193 0.074
H 6.764 2.678 -0.400 0.077
H 5.977 2.478 -2.782 0.112
H 5.339 1.127 -1.902 0.094
H 5.111 0.319 -4.066 0.097
H 6.548 -0.466 -3.449 0.114
H 7.828 1.175 -4.685 0.105
H 6.182 2.973 -4.943 0.104
H 5.332 1.951 -6.006 0.116
H 8.253 2.972 -6.465 0.121
H 6.732 3.451 -7.198 0.110
H 7.258 2.664 -9.463 0.081
H 7.888 0.960 -9.606 0.088
H 8.936 2.258 -8.940 0.081
C -11.061 2.637 -0.368 -0.104
O -9.741 2.179 -0.121 -0.184
C -9.394 2.268 1.240 -0.245
C -7.903 2.003 1.409 -0.210
N -7.063 3.095 0.910 -0.063
C -5.670 2.665 0.853 -0.212
C -4.860 3.643 0.038 -0.232
O -3.659 3.038 -0.350 -0.230
C -2.917 3.885 -1.226 -0.095
H -11.824 2.179 0.262 0.085
H -11.271 2.290 -1.380 0.088
H -11.093 3.723 -0.286 0.089
H -9.917 1.541 1.862 0.119
H -9.623 3.229 1.701 0.123
H -7.641 1.076 0.899 0.114
H -7.689 1.869 2.469 0.120
H -7.332 3.334 -0.034 0.101
H -5.630 1.735 0.286 0.116
H -5.359 2.593 1.896 0.118
H -4.649 4.582 0.548 0.119
H -5.368 3.964 -0.872 0.124
H -3.341 3.897 -2.231 0.088
H -1.879 3.569 -1.329 0.084
H -2.803 4.911 -0.875 0.088
C -2.978 0.487 -4.368 -0.084
O -2.333 -0.312 -3.438 -0.233
C -1.756 -1.476 -3.974 -0.203
C -0.591 -1.238 -4.913 -0.189
N 0.530 -0.587 -4.194 -0.052
C 1.564 -0.019 -5.057 -0.169
C 2.165 -1.146 -5.915 -0.198
O 1.324 -1.359 -7.040 -0.198
C 1.809 -2.318 -7.910 -0.136
H -2.190 0.928 -4.979 0.091
H -3.600 1.195 -3.819 0.099
H -3.617 -0.095 -5.032 0.097
H -2.539 -2.038 -4.484 0.131
H -1.390 -2.152 -3.202 0.098
H -0.849 -0.621 -5.774 0.115
H -0.276 -2.227 -5.245 0.117
H -0.022 0.102 -3.703 0.090
H 2.319 0.452 -4.427 0.095
H 1.268 0.778 -5.739 0.126
H 2.381 -2.069 -5.377 0.122
H 3.056 -0.645 -6.292 0.121
H 1.167 -2.398 -8.787 0.088
H 1.786 -3.348 -7.554 0.085
H 2.813 -2.111 -8.282 0.091
```

Calculated values
Molecular weight in g mol⁻¹: 1233.57
HOMO-LUMO gap in eV: 8.69